{"formula": "C19H61N17O10", "method": "ωB97M-V/def2-TZVPD", "species": ["C", "O", "C", "C", "C", "N", "H", "H", "H", "H", "H", "H", "H", "H", "H", "H", "H", "C", "O", "C", "C", "C", "N", "H", "H", "H", "H", "H", "H", "H", "H", "H", "H", "H", "C", "O", "C", "C", "C", "N", "H", "H", "H", "H", "H", "H", "H", "H", "H", "H", "H", "N", "C", "N", "O", "H", "H", "H", "H", "N", "C", "N", "O", "H", "H", "H", "H", "N", "C", "N", "O", "H", "H", "H", "H", "N", "C", "N", "O", "H", "H", "H", "H", "N", "C", "N", "O", "H", "H", "H", "H", "N", "C", "N", "O", "H", "H", "H", "H", "N", "C", "N", "O", "H", "H", "H", "H"], "coordinates": [[-0.94, -13.71, -1.13], [-1.23, -14.60, -2.23], [-0.23, -15.46, -2.77], [0.44, -14.67, -3.88], [-0.49, -14.18, -4.97], [1.51, -15.55, -4.46], [-1.53, -12.80, -1.21], [0.06, -13.27, -1.15], [-1.06, -14.29, -0.21], [0.38, -15.77, -1.92], [-0.69, -16.35, -3.20], [0.94, -13.85, -3.35], [-0.05, -13.27, -5.38], [-1.44, -13.83, -4.57], [-0.70, -14.96, -5.71], [1.02, -16.13, -5.11], [1.95, -16.20, -3.81], [-13.59, -19.50, 7.26], [-12.29, -18.96, 7.15], [-12.01, -18.06, 6.01], [-12.10, -18.84, 4.67], [-11.17, -20.07, 4.65], [-11.78, -18.10, 3.46], [-14.40, -18.80, 7.07], [-13.59, -19.94, 8.25], [-13.50, -20.21, 6.44], [-12.81, -17.32, 5.97], [-11.12, -17.49, 6.26], [-13.15, -19.13, 4.57], [-10.89, -20.39, 3.65], [-11.63, -20.91, 5.18], [-10.22, -19.95, 5.17], [-12.65, -17.63, 3.25], [-11.69, -18.81, 2.74], [1.10, -8.13, 4.60], [1.78, -9.20, 5.10], [0.91, -10.09, 5.84], [1.86, -11.19, 6.30], [2.71, -11.84, 5.25], [1.11, -12.15, 7.06], [0.50, -8.52, 3.78], [1.80, -7.38, 4.24], [0.38, -7.60, 5.24], [0.46, -9.66, 6.73], [0.12, -10.46, 5.18], [2.66, -10.78, 6.91], [2.33, -12.84, 5.06], [3.73, -11.91, 5.63], [2.62, -11.21, 4.37], [0.45, -11.79, 7.74], [1.76, -12.62, 7.67], [-7.03, -17.91, 12.55], [-7.67, -18.18, 11.42], [-8.88, -18.39, 11.63], [-7.14, -18.12, 10.31], [-6.03, -17.84, 12.48], [-7.61, -18.17, 13.34], [-9.52, -18.42, 10.85], [-9.15, -18.23, 12.59], [-4.79, -14.93, 5.04], [-5.72, -15.06, 4.15], [-6.65, -15.95, 4.46], [-5.78, -14.41, 3.11], [-4.27, -14.07, 5.00], [-4.73, -15.50, 5.88], [-6.66, -16.47, 5.33], [-7.53, -15.81, 4.00], [-6.15, -18.65, 0.53], [-5.25, -19.56, 0.60], [-4.05, -18.99, 0.78], [-5.50, -20.70, 0.44], [-7.07, -19.07, 0.56], [-5.86, -17.76, 0.89], [-3.32, -19.67, 0.89], [-3.95, -17.98, 0.69], [-5.62, -12.51, 9.33], [-5.96, -11.25, 9.33], [-5.30, -10.56, 8.45], [-6.69, -10.80, 10.21], [-4.81, -12.86, 8.83], [-6.30, -13.05, 9.84], [-5.64, -9.63, 8.24], [-4.65, -11.08, 7.88], [-9.98, -11.59, -0.27], [-10.59, -12.63, 0.05], [-9.96, -13.32, 0.91], [-11.71, -12.78, -0.25], [-8.98, -11.66, -0.38], [-10.53, -10.90, -0.77], [-10.24, -14.26, 1.15], [-8.97, -13.20, 1.04], [-5.05, -23.71, 5.79], [-4.49, -22.56, 6.16], [-5.40, -21.91, 6.89], [-3.54, -22.03, 5.74], [-6.04, -23.91, 5.90], [-4.63, -24.20, 5.02], [-5.17, -20.95, 7.13], [-6.05, -22.49, 7.40], [-1.30, -17.01, 10.29], [-1.80, -16.47, 11.35], [-2.13, -17.32, 12.23], [-1.95, -15.22, 11.47], [-1.23, -18.02, 10.31], [-1.04, -16.49, 9.47], [-1.88, -17.00, 13.15], [-2.04, -18.29, 11.97]], "smiles": "COC[C@H](C)N.COC[C@H](C)N.COC[C@H](C)N.NC(N)=O.NC(N)=O.NC(N)=O.NC(N)=O.NC(N)=O.NC(N)=O.NC(N)=O", "e_above_lowest_kcal_mol": 224.12}